{
  "formula": "C4H5NO2",
  "method": "ωB97M-V/def2-TZVPD",
  "charge": 0,
  "smiles": "C=CC=O.N=C=O",
  "relative_energy_ev": 1.354,
  "spin_multiplicity": 1,
  "symbols": ["O", "C", "C", "C", "N", "C", "O", "H", "H", "H", "H", "H"],
  "positions_angstrom": [[-1.601370, -0.541886, 1.256053], [-1.733463, -0.132801, 0.119815], [-0.876583, 0.916390, -0.493220], [0.083801, 1.497948, 0.221887], [2.030396, -0.885625, 0.329717], [1.390567, -1.624720, -0.389387], [0.760857, -2.194901, -1.196299], [-2.529672, -0.544850, -0.532412], [-1.066398, 1.182518, -1.531596], [0.749847, 2.250100, -0.193483], [0.238271, 1.207022, 1.257600], [2.553751, -1.129200, 1.151320]],
  "atomic_forces_ev_per_a": [[-0.04, 0.21, -0.63], [0.01, -0.15, 0.40], [0.06, 0.11, 0.11], [0.02, 0.00, -0.06], [-0.22, -0.32, -0.29], [-0.03, 0.00, -0.42], [0.39, 0.42, 0.76], [0.09, 0.03, 0.09], [0.04, -0.08, 0.17], [-0.18, -0.11, 0.03], [-0.05, 0.03, -0.16], [-0.08, -0.13, 0.00]]
}

---

{
  "formula": "C27H30N4O5",
  "method": "ωB97M-V/def2-TZVPD",
  "charge": 0,
  "relative_energy_ev": 23.657,
  "spin_multiplicity": 1,
  "symbols": ["C", "C", "O", "C", "C", "C", "C", "C", "C", "H", "H", "N", "C", "O", "C", "N", "C", "O", "C", "C", "C", "C", "O", "H", "H", "H", "H", "H", "H", "C", "C", "C", "C", "N", "C", "C", "H", "H", "H", "H", "H", "C", "O", "N", "H", "C", "C", "H", "H", "C", "H", "H", "C", "H", "H", "C", "H", "H", "H", "H", "H", "H", "H", "H", "H", "H"],
  "positions_angstrom": [[-5.982531, -2.237337, -1.347539], [-4.913753, -2.895544, -2.422317], [-3.730516, -3.268260, -1.820577], [-2.890832, -2.513414, -1.397537], [-2.896909, -1.295839, -1.806816], [-1.952059, -0.413991, -1.115894], [-0.980291, -1.007417, -0.226832], [-0.919462, -2.223768, -0.238281], [-1.965725, -3.008419, -0.703130], [-1.898206, -4.137771, -0.413802], [-0.159745, -2.478707, 0.487590], [-0.002538, 0.063081, 0.077017], [1.384971, -0.105172, -0.376177], [2.189097, 0.946532, 0.265388], [1.770086, -0.844925, -1.551299], [3.021399, -1.401159, -1.033704], [3.263783, -2.558074, -0.225782], [2.247262, -3.076960, 0.248287], [4.726113, -2.616950, -0.013534], [5.090163, -3.678889, 0.961196], [6.476608, -3.588092, 0.732446], [6.659494, -2.413862, 0.179840], [5.635243, -1.867533, -0.391283], [7.632236, -1.989912, -0.098865], [7.239772, -4.022251, 1.088848], [4.624426, -4.437641, 1.353973], [3.894157, -0.944255, -1.299478], [1.122474, -1.498711, -1.572757], [1.734425, -0.276274, -2.232011], [-0.271008, 0.705923, 1.433686], [-1.269972, 0.049793, 2.129179], [-0.818487, -0.926582, 3.045981], [-1.643913, -1.656305, 3.898432], [-3.000929, -1.825502, 3.641004], [-3.480926, -0.957965, 2.731631], [-2.610466, 0.141798, 1.991634], [-3.062123, 0.589303, 1.038919], [-4.521800, -0.898159, 2.851644], [-1.344662, -2.323458, 4.668672], [0.155739, -0.815485, 3.477934], [0.689713, 0.820488, 2.111152], [-0.928478, 2.207513, 1.129261], [-2.050222, 2.428819, 0.831397], [0.197367, 2.781879, 0.592488], [1.078404, 2.594294, 0.510772], [0.248177, 4.172836, -0.031570], [0.593614, 4.123141, -1.465329], [-0.191063, 4.334024, -2.123389], [0.886242, 3.324702, -1.877904], [1.525676, 5.308000, -1.580140], [2.403895, 5.004014, -2.441703], [1.286919, 6.270353, -1.934911], [2.450973, 5.340071, -0.329385], [2.942179, 4.307477, 0.034800], [2.995862, 6.092633, 0.054508], [1.071785, 5.338861, 0.876212], [0.535629, 6.164622, 0.620098], [1.171787, 4.949998, 1.743517], [-0.931180, 4.598560, 0.131237], [-1.748332, 0.720559, -1.081871], [-3.629363, -0.726421, -2.335649], [-4.773860, -2.207638, -3.147464], [-5.472164, -3.777058, -2.912819], [-6.433616, -2.974928, -0.539568], [-6.921168, -2.056538, -1.911407], [-5.549355, -1.432084, -0.938044]],
  "atomic_forces_ev_per_a": [[-1.90, -5.47, -1.96], [-4.26, -1.96, 2.93], [-7.37, -8.54, -3.22], [-0.06, 1.89, -0.85], [3.15, 11.31, 1.40], [-0.29, -0.23, -0.10], [-1.87, 13.30, -5.05], [1.57, -9.53, 3.45], [7.33, -5.82, 5.63], [-0.51, 2.24, -0.86], [0.41, -1.88, -0.33], [3.22, -2.88, 1.20], [-1.14, 10.50, 7.18], [-3.31, -6.50, -4.02], [6.35, -2.86, 11.88], [2.65, -1.17, -1.66], [-3.18, 4.86, -1.84], [2.49, -0.96, -0.04], [-8.46, -8.14, 6.22], [3.15, 5.84, -6.62], [-4.74, 2.40, 0.61], [6.94, 1.46, -2.11], [1.02, 3.04, -1.59], [-0.59, 0.06, 0.23], [5.24, -3.75, 2.86], [-3.16, -3.57, 1.97], [-0.83, 0.21, -0.10], [-6.24, -7.16, -1.25], [0.64, 7.49, -10.00], [2.13, 3.64, -0.88], [-1.78, -4.04, 2.86], [-0.72, 0.20, 3.39], [-1.71, -0.57, -2.78], [1.02, 2.32, -0.98], [3.76, 1.89, 0.76], [-4.21, -3.46, -1.06], [0.39, -0.35, 2.24], [-1.50, 0.20, -1.11], [0.92, -0.15, 0.56], [0.95, -0.21, -0.54], [-1.71, -0.23, -1.98], [6.42, -3.07, -3.01], [-1.99, 1.52, 0.73], [-6.52, 7.00, -0.42], [6.15, -3.78, 0.91], [-5.86, 0.88, 4.13], [-1.44, 7.59, 2.39], [-2.03, 0.58, -0.55], [3.33, -6.47, -2.13], [7.26, -2.30, -2.40], [-2.38, 0.77, 1.65], [-1.24, 1.04, 0.06], [-4.83, -4.72, 3.50], [-0.87, 2.17, -1.58], [2.19, 2.95, 0.06], [1.70, -3.01, -10.62], [-1.26, 2.61, 0.39], [0.92, -1.82, 6.15], [3.00, -1.35, -0.78], [-1.42, -1.73, -1.11], [-0.46, -0.46, -0.61], [0.55, 2.30, -2.47], [1.45, 0.98, 0.96], [1.70, 1.21, -1.42], [0.75, 0.62, 0.07], [1.13, 3.09, 1.66]]
}

---

{
  "formula": "C25H19BrN5O6Sc",
  "method": "ωB97M-V/def2-TZVPD",
  "charge": 0,
  "spin_multiplicity": 1,
  "symbols": ["Sc", "O", "C", "C", "C", "C", "C", "C", "C", "N", "N", "C", "O", "C", "C", "C", "C", "C", "C", "H", "H", "H", "H", "H", "H", "H", "H", "H", "H", "C", "C", "N", "C", "C", "N", "C", "O", "O", "C", "O", "O", "H", "H", "H", "H", "H", "Br", "C", "C", "C", "C", "N", "C", "H", "H", "H", "H"],
  "positions_angstrom": [[-0.348985, 0.416365, 0.109340], [-0.778394, 2.505227, 0.233969], [-1.185701, 3.125490, 1.344372], [-1.934676, 4.371266, 1.252170], [-2.368664, 4.977982, 2.400176], [-2.280306, 4.434358, 3.677987], [-1.502544, 3.290594, 3.833714], [-0.987774, 2.596239, 2.705061], [-0.302945, 1.393763, 3.012514], [0.352807, 0.674299, 2.119223], [1.475135, -0.023942, 2.479164], [2.154676, -0.362497, 1.356166], [1.741186, -0.140081, 0.142187], [3.443146, -1.061111, 1.511143], [4.281706, -1.161456, 0.387564], [5.633038, -1.518886, 0.584160], [6.115745, -1.830563, 1.871808], [5.228013, -1.862126, 2.955536], [3.905969, -1.533927, 2.754567], [-2.008206, 4.780654, 0.254183], [-2.807552, 5.954444, 2.297264], [-2.766445, 4.948445, 4.490579], [-1.383426, 2.781232, 4.788316], [-0.351069, 1.125962, 4.094563], [3.942954, -1.108450, -0.657283], [6.228359, -1.562084, -0.305995], [7.163839, -2.112833, 2.044085], [5.599631, -2.231670, 3.905694], [3.121107, -1.584014, 3.553464], [0.808945, 1.401764, -3.724793], [-0.554451, 1.061390, -3.323188], [-0.957336, 0.735588, -2.099345], [-2.343738, 0.581907, -2.158485], [-2.762574, 0.650769, -3.509392], [-1.605745, 0.975887, -4.191893], [-3.909865, 0.138027, -4.297225], [-4.735401, -0.589940, -3.533257], [-4.031800, 0.338344, -5.475894], [-3.082923, 0.065314, -0.897578], [-4.243937, -0.352484, -1.040819], [-2.399326, 0.165958, 0.164575], [0.841030, 2.291443, -4.327582], [1.316268, 0.589115, -4.356922], [1.432343, 1.528319, -2.807229], [-1.597460, 1.226508, -5.211076], [-4.516165, -0.473551, -2.566314], [1.884160, -4.787591, -1.874509], [0.363821, -4.044737, -1.084369], [-0.765320, -4.743830, -0.752006], [-1.814664, -4.060177, -0.070237], [-1.688166, -2.741049, 0.194370], [-0.584567, -1.998100, -0.153109], [0.363387, -2.683694, -0.851354], [-0.867991, -5.747294, -1.112656], [-2.680018, -4.554033, 0.312913], [-2.454131, -2.210474, 0.721688], [1.205028, -2.046060, -1.170026]],
  "atomic_forces_ev_per_a": [[0.59, 1.27, -0.07], [-0.11, -0.22, 1.73], [-0.43, -0.14, 0.08], [1.87, -1.87, 0.18], [-0.43, 0.49, -0.65], [1.22, -0.82, 0.21], [-1.28, 0.03, -0.62], [-0.91, 0.70, -1.26], [0.81, -0.95, -0.05], [-0.81, 1.39, 0.30], [1.25, -1.16, -1.48], [-1.65, -0.32, 1.61], [-0.98, 0.43, 0.17], [0.77, -0.05, -0.34], [0.97, -0.72, 0.38], [-0.96, -0.09, 0.85], [-0.08, 0.11, -0.56], [0.44, -0.52, -0.62], [-1.57, 0.71, 0.54], [-0.22, 0.23, 0.11], [-0.42, 0.21, -0.02], [0.19, -0.04, 0.26], [-0.02, 0.37, 0.01], [0.90, 0.06, -0.76], [-0.11, 0.62, 0.76], [0.57, -0.14, -0.07], [-0.50, 0.21, -0.25], [-0.22, 0.17, 0.01], [1.12, 0.18, -0.61], [1.98, -1.27, -0.02], [-1.39, -0.78, -0.18], [-0.82, 0.79, -0.44], [-0.34, -1.49, -1.08], [1.93, 0.09, 1.51], [0.36, 0.77, -0.69], [-1.03, -0.24, 1.43], [0.12, 0.57, -1.54], [0.18, -0.17, 0.00], [-0.36, 0.84, -1.57], [1.06, 0.17, 0.50], [-0.28, -0.50, 0.23], [0.00, 0.53, -0.10], [-0.87, 0.93, 0.91], [-0.45, 0.05, -0.79], [-0.03, -0.52, 1.53], [-0.21, -0.20, 0.40], [0.07, -0.27, -0.22], [-0.47, 0.68, -0.04], [-1.15, 0.43, 0.33], [1.33, -1.28, -0.79], [1.36, 1.70, 0.26], [-0.29, -1.84, -1.16], [0.40, 2.22, 1.08], [-0.10, -0.56, 0.36], [-0.41, -0.46, -0.20], [-0.27, 0.27, 0.19], [-0.32, -0.56, 0.23]]
}

---

| no. | HOMO-LUMO gap (eV) | LUMO energy (eV) |
| --- | --- | --- |
| 1 | 10.141 | 0.2 |
| 2 | 8.609 | 0.2 |
| 3 | 7.005 | -0.5 |